Computed, not measured: C26H28BrN2O7S as an isolated structure at a distorted geometry, with ωB97M-V/def2-TZVPD.

```
! wB97M-V def2-TZVPD RIJCOSX def2/J DEFGRID3
* xyz -1 1
Br -0.01208 4.84511 -1.10989
S -1.97104 -1.49806 0.10963
O 0.19004 0.14046 1.04735
O 1.43776 0.09397 2.83294
O 1.73333 -1.22407 -1.32654
O 1.84919 2.26018 0.62039
O -0.86657 -2.40293 -0.03326
O 2.39424 2.18900 -1.53109
O -2.53018 -1.15066 1.38362
N -1.33027 -0.06903 -0.66496
N 1.58403 2.03129 -0.58488
C -1.32328 3.48065 -1.07919
C -3.09771 -1.68934 -2.40923
C 3.59863 -0.80074 1.91060
C -5.60310 -2.31180 -1.34907
C -1.95656 1.11965 -0.97855
C -3.28542 1.43167 -0.73893
C 4.00331 -1.61150 -0.87613
C 0.62525 0.48199 4.99886
C 5.73906 0.04180 0.06221
C 1.36345 -0.15723 1.56740
C 4.30816 0.54215 2.14244
C -4.22757 -1.67605 -3.22599
C 2.64418 -1.16683 -0.41448
C 0.28703 1.51856 -0.86871
C -0.95033 2.12938 -1.15267
C 4.94009 -0.43323 -1.15296
C -4.48727 -2.31290 -0.51698
C 4.98577 1.08854 0.89792
C -3.26021 -1.86697 -1.02936
C -2.67617 3.78514 -0.92236
C 2.47777 -0.69316 0.90964
C -5.49401 -1.95757 -2.69708
C 0.21993 0.50915 3.55008
C -6.72929 -1.89454 -3.54422
C -3.64946 2.78054 -0.74530
C 0.04135 0.18127 -0.37288
H 1.00511 -0.50194 5.29341
H -4.55528 -2.59475 0.53043
H -2.95737 4.83195 -0.87884
H 3.57946 1.27330 2.51770
H -4.68858 3.06313 -0.58476
H 5.05222 0.39835 2.93976
H -4.13865 -1.42340 -4.28841
H -0.60293 -0.18169 3.34716
H 4.36168 0.40540 -1.57150
H -6.58393 -2.56479 -0.93591
H -0.25981 0.69918 5.59215
H -2.11122 -1.52504 -2.83867
H -7.43690 -1.15857 -3.14883
H 0.68062 -0.65586 -0.89484
H -7.23678 -2.86432 -3.55428
H -0.03865 1.51648 3.21782
H 1.37646 1.24562 5.21969
H 3.18424 -1.14631 2.86648
H 3.85111 -2.16537 -1.81239
H 4.32728 -1.54106 1.57799
H -6.47714 -1.61621 -4.56752
H 5.64515 -0.75538 -1.93079
H 6.65867 0.51600 -0.31026
H 4.23063 1.61392 0.29057
H -4.00867 0.63927 -0.56415
H 4.42573 -2.29173 -0.12753
H 5.69686 1.86134 1.22313
H 6.04863 -0.81139 0.68403
*
```

Results
LUMO   2.4248 eV
Relative energy (zero: lowest compared OMol25 entry of this formula, charge and spin)   31.6 kJ/mol
Kohn-Sham gap   4.99 eV

Computed, not measured: C26H28CdFN7SSi as an isolated structure, with ωB97M-V/def2-TZVPD.

```
! wB97M-V def2-TZVPD RIJCOSX def2/J DEFGRID3
* xyz 0 1
Cd 0.58776 0.19515 2.23790
S 2.37256 0.64934 4.24348
Si 2.18592 -0.11515 -1.09196
F -2.07446 0.33671 2.05790
N 0.23966 -0.32713 5.56373
N -2.92000 0.80404 -7.08002
N -0.52805 -0.50186 -0.13569
N 0.51822 -1.81106 1.56984
N -0.57406 -0.11683 4.45789
N 2.15928 -0.13662 6.74636
N 0.42857 1.92490 1.07948
C 2.54533 -1.89510 -1.56021
C -0.17959 -3.04214 -0.18826
C 2.95717 1.03957 -2.34443
C -1.95406 -0.41893 -0.20247
C -1.66340 0.69374 -4.81198
C 0.79338 3.96457 0.21346
C 3.13515 0.22086 0.48690
C 0.31068 0.42323 -0.95870
C -1.27660 1.54789 -2.59990
C 0.39469 -3.90840 0.77535
C 0.42856 1.79815 -0.28891
C -4.77305 -0.33953 -0.23301
C -1.94472 1.61722 -3.80870
C -2.70443 -0.00241 0.89178
C -0.06433 -1.76968 0.32852
C -2.68395 -0.83322 -1.31484
C -2.36411 0.75497 -6.07531
C 1.54632 0.03010 5.55937
C 0.66274 3.23806 1.37496
C 0.81396 -3.11544 1.82968
C -0.31571 0.56687 -2.35314
C -4.08183 0.05553 0.90173
C -0.04260 -0.33905 -3.37499
C -4.06892 -0.79273 -1.33944
C 0.64022 3.04236 -0.85405
C -0.70362 -0.28686 -4.59212
H 2.42739 1.08303 -3.29722
H -1.10222 -0.95333 4.23433
H 0.69524 3.26635 -1.90903
H 0.72379 3.57068 2.40038
H 0.68473 -1.12403 -3.22554
H 3.97776 0.69622 -2.54098
H -1.19664 0.67312 4.59574
H 3.15336 0.00908 6.77459
H 2.92586 1.21445 0.89131
H -0.61623 -3.31460 -1.13793
H -1.51423 2.26309 -1.82270
H -0.19982 -0.58140 6.43603
H -5.85422 -0.30057 -0.24608
H -4.59592 -1.12177 -2.22536
H 1.73118 -0.64079 7.50398
H 1.30765 -3.40466 2.74524
H 0.49415 -4.98086 0.70423
H 1.72643 -2.40546 -2.06377
H 2.75753 -2.47739 -0.65944
H 3.01075 2.05355 -1.94301
H 3.42666 -1.92191 -2.20845
H -2.69499 2.37882 -3.97623
H -0.47965 -1.00549 -5.36926
H -2.14458 -1.20654 -2.17607
H 0.96351 5.02721 0.13337
H 2.98126 -0.54471 1.25249
H -4.58990 0.39778 1.79356
H 4.19847 0.19904 0.22562
*
```

Results
LUMO   -0.3406 eV
Relative energy (zero: lowest compared OMol25 entry of this formula, charge and spin)   84.0 kJ/mol
Kohn-Sham gap   6.75 eV

Computed, not measured: C26H28Cl2MnN5O2S as an isolated structure at a distorted geometry, with ωB97M-V/def2-TZVPD.

```
! wB97M-V def2-TZVPD RIJCOSX def2/J DEFGRID3
* xyz -1 2
Mn -0.25088 -0.29816 -0.08103
Cl -2.80387 1.51866 3.50407
Cl -6.58576 3.51526 0.19347
S 1.01676 1.32988 -2.22984
O -1.62288 0.21785 -1.72923
O -1.55390 0.67031 0.98097
N 1.07846 2.67852 0.14786
N 1.18421 3.96901 -1.65187
N -1.85372 -2.37303 0.08007
N 0.75542 -0.89076 1.81448
N 0.96229 1.47935 0.69797
C 0.78417 4.39638 -2.98174
C -0.72237 4.57666 -3.10930
C -3.41150 1.77040 1.89601
C 0.82847 -1.83446 -0.91814
C -3.18677 1.48756 -0.49446
C 2.79472 -2.78414 -2.07817
C 0.98206 -4.22668 -1.50486
C 1.01705 -0.00060 3.98511
C 1.30111 2.69220 2.79601
C 0.92813 0.15624 2.60371
C -5.06911 2.65329 0.41281
C 0.32108 -3.14443 -0.90717
C 0.92902 -2.36309 3.69150
C -2.44353 -2.37144 1.41782
C -4.58129 2.43847 1.71208
C -2.63702 1.25751 0.79704
C 2.10539 -1.72019 -1.49921
C 1.00318 -1.27357 4.53267
C -0.89884 -3.47472 -0.08299
C 0.79996 -2.10903 2.33791
C 1.10177 2.66894 -1.19820
C -2.54530 0.94493 -1.68497
C 1.05839 1.47300 1.96442
C 2.22136 -4.05417 -2.10563
C -2.91864 -2.56258 -0.89902
C -4.37697 2.18690 -0.66624
H 1.53602 3.52135 2.14101
H 0.95366 -3.38033 4.06561
H 1.12164 3.64208 -3.68050
H -3.65203 -1.76610 -0.81770
H -3.15978 -1.55503 1.50458
H 2.57216 -0.74006 -1.51037
H 0.52391 -5.21969 -1.48831
H -1.67549 -2.22123 2.17237
H 1.02046 4.62812 -0.90561
H 2.72826 -4.88989 -2.58123
H 1.08975 0.87752 4.61826
H -3.43056 -3.51721 -0.72490
H -2.96765 -3.31559 1.62797
H -3.00892 1.22613 -2.64248
H 2.12796 2.53597 3.49703
H -4.75937 2.34820 -1.66972
H -1.08808 5.35843 -2.43282
H 1.06181 -1.41100 5.60886
H -2.50350 -2.55957 -1.90582
H 1.30154 5.32983 -3.21100
H -5.12718 2.81046 2.56984
H -1.22493 3.63558 -2.85738
H -0.99493 4.85377 -4.13422
H -0.57680 -3.79127 0.90913
H -1.41593 -4.33802 -0.51355
H 0.73404 -2.92188 1.61788
H 0.40558 2.94855 3.37915
H 3.77909 -2.62236 -2.51609
*
```

Results
LUMO (spin up / spin down)   2.5989 / 2.5987 eV
Kohn-Sham gap (spin up / spin down)   6.71 / 6.65 eV

- What is the formula in the first record?
  C26H28BrN2O7S

Copy entry 3 word for word.
Computed, not measured: C26H28Cl2MnN5O2S as an isolated structure at a distorted geometry, with ωB97M-V/def2-TZVPD.

```
! wB97M-V def2-TZVPD RIJCOSX def2/J DEFGRID3
* xyz -1 2
Mn -0.25088 -0.29816 -0.08103
Cl -2.80387 1.51866 3.50407
Cl -6.58576 3.51526 0.19347
S 1.01676 1.32988 -2.22984
O -1.62288 0.21785 -1.72923
O -1.55390 0.67031 0.98097
N 1.07846 2.67852 0.14786
N 1.18421 3.96901 -1.65187
N -1.85372 -2.37303 0.08007
N 0.75542 -0.89076 1.81448
N 0.96229 1.47935 0.69797
C 0.78417 4.39638 -2.98174
C -0.72237 4.57666 -3.10930
C -3.41150 1.77040 1.89601
C 0.82847 -1.83446 -0.91814
C -3.18677 1.48756 -0.49446
C 2.79472 -2.78414 -2.07817
C 0.98206 -4.22668 -1.50486
C 1.01705 -0.00060 3.98511
C 1.30111 2.69220 2.79601
C 0.92813 0.15624 2.60371
C -5.06911 2.65329 0.41281
C 0.32108 -3.14443 -0.90717
C 0.92902 -2.36309 3.69150
C -2.44353 -2.37144 1.41782
C -4.58129 2.43847 1.71208
C -2.63702 1.25751 0.79704
C 2.10539 -1.72019 -1.49921
C 1.00318 -1.27357 4.53267
C -0.89884 -3.47472 -0.08299
C 0.79996 -2.10903 2.33791
C 1.10177 2.66894 -1.19820
C -2.54530 0.94493 -1.68497
C 1.05839 1.47300 1.96442
C 2.22136 -4.05417 -2.10563
C -2.91864 -2.56258 -0.89902
C -4.37697 2.18690 -0.66624
H 1.53602 3.52135 2.14101
H 0.95366 -3.38033 4.06561
H 1.12164 3.64208 -3.68050
H -3.65203 -1.76610 -0.81770
H -3.15978 -1.55503 1.50458
H 2.57216 -0.74006 -1.51037
H 0.52391 -5.21969 -1.48831
H -1.67549 -2.22123 2.17237
H 1.02046 4.62812 -0.90561
H 2.72826 -4.88989 -2.58123
H 1.08975 0.87752 4.61826
H -3.43056 -3.51721 -0.72490
H -2.96765 -3.31559 1.62797
H -3.00892 1.22613 -2.64248
H 2.12796 2.53597 3.49703
H -4.75937 2.34820 -1.66972
H -1.08808 5.35843 -2.43282
H 1.06181 -1.41100 5.60886
H -2.50350 -2.55957 -1.90582
H 1.30154 5.32983 -3.21100
H -5.12718 2.81046 2.56984
H -1.22493 3.63558 -2.85738
H -0.99493 4.85377 -4.13422
H -0.57680 -3.79127 0.90913
H -1.41593 -4.33802 -0.51355
H 0.73404 -2.92188 1.61788
H 0.40558 2.94855 3.37915
H 3.77909 -2.62236 -2.51609
*
```

Results
LUMO (spin up / spin down)   2.5989 / 2.5987 eV
Kohn-Sham gap (spin up / spin down)   6.71 / 6.65 eV